1.
Entry from the Open Molecules 2025 dataset: a structure of composition C25H30BBrF6N3O6PdS2Si (ωB97M-V with the def2-TZVPD basis set).

Results
* DFT total energy: -5998.35769 Eh
* net charge: -1
* multiplicity: 1
* orbital gap (alpha / beta): 6.036 / 6.037 eV

Atoms and positions in Å:
Pd (0.27, -0.75, -0.27)
Br (-4.20, -0.58, 5.55)
C (-2.68, -0.44, 4.42)
C (-1.44, -0.83, 4.90)
C (-0.33, -0.73, 4.07)
C (-0.47, -0.24, 2.78)
C (-1.73, 0.11, 2.30)
C (-2.84, 0.03, 3.12)
N (0.62, -0.10, 1.88)
C (1.76, 0.22, 2.36)
C (2.98, 0.36, 1.53)
C (4.14, 0.87, 2.09)
C (5.26, 0.99, 1.28)
C (5.18, 0.59, -0.05)
C (3.96, 0.09, -0.51)
N (2.90, -0.03, 0.27)
H (-1.35, -1.24, 5.89)
H (0.62, -1.09, 4.42)
H (-1.82, 0.43, 1.27)
H (-3.82, 0.29, 2.75)
H (1.87, 0.46, 3.42)
H (4.17, 1.18, 3.13)
H (6.19, 1.38, 1.68)
H (6.03, 0.66, -0.71)
H (3.84, -0.23, -1.54)
F (-4.51, -4.10, -0.63)
C (-3.24, -4.48, -0.45)
F (-3.14, -5.02, 0.77)
F (-2.96, -5.43, -1.35)
S (-2.12, -3.03, -0.62)
O (-2.59, -2.13, 0.40)
O (-2.25, -2.67, -2.00)
N (-0.69, -3.64, -0.37)
S (-0.10, -4.08, 1.03)
O (-0.14, -5.51, 1.21)
O (-0.46, -3.25, 2.15)
C (1.72, -3.72, 0.74)
F (1.98, -3.19, -0.45)
F (2.43, -4.85, 0.85)
F (2.17, -2.88, 1.68)
C (0.69, -3.27, -3.56)
Si (0.25, -1.52, -4.02)
C (1.60, -0.82, -5.13)
C (-1.39, -1.46, -4.92)
C (0.15, -0.41, -2.55)
C (-0.07, 0.59, -1.85)
H (0.69, -3.89, -4.46)
H (-0.03, -3.67, -2.85)
H (1.68, -3.32, -3.10)
H (1.58, -1.31, -6.11)
H (2.58, -0.98, -4.69)
H (1.46, 0.25, -5.28)
H (-1.49, -2.30, -5.61)
H (-1.50, -0.54, -5.49)
H (-2.20, -1.52, -4.19)
C (-2.26, 4.23, -1.11)
C (-1.60, 3.43, 0.01)
C (-2.42, 3.55, 1.28)
O (-1.60, 2.05, -0.41)
B (-0.36, 1.78, -0.96)
O (0.53, 2.82, -0.75)
C (-0.08, 3.74, 0.17)
C (0.33, 5.15, -0.24)
C (0.44, 3.43, 1.56)
H (-3.27, 3.84, -1.27)
H (-1.71, 4.12, -2.04)
H (-2.33, 5.29, -0.87)
H (-3.46, 3.29, 1.07)
H (-2.40, 4.58, 1.66)
H (-2.06, 2.88, 2.06)
H (0.08, 5.36, -1.28)
H (1.41, 5.26, -0.12)
H (-0.16, 5.89, 0.40)
H (0.17, 2.42, 1.85)
H (0.04, 4.13, 2.30)
H (1.53, 3.51, 1.55)


2.
Entry from the Open Molecules 2025 dataset: a structure of composition C25H30BrCl4N4O5SiZr (ωB97M-V with the def2-TZVPD basis set).

Results
* DFT total energy: -6317.15905 Eh
* net charge: +1
* multiplicity: 1
* orbital gap: 6.046 eV

Atoms and positions in Å:
Zr (0.66, -0.67, 0.24)
Cl (6.58, -0.59, -3.56)
C (5.36, -0.51, -2.27)
C (5.78, -0.43, -0.86)
Cl (7.49, -0.21, -0.51)
C (4.88, -0.40, 0.23)
Cl (5.29, -0.14, 1.86)
C (3.54, -0.52, -0.07)
O (2.61, -0.72, 0.86)
C (3.12, -0.62, -1.42)
O (1.84, -0.82, -1.62)
C (4.03, -0.50, -2.57)
Cl (3.38, -0.24, -4.10)
O (-2.09, -5.23, -3.42)
C (-1.61, -4.30, -2.55)
C (-2.42, -3.18, -2.11)
C (-1.77, -2.32, -1.29)
N (-0.43, -2.46, -0.87)
C (0.22, -3.56, -1.22)
Br (1.92, -3.86, -0.36)
C (-0.32, -4.53, -2.07)
H (-3.00, -5.09, -3.75)
H (-3.33, -2.84, -2.65)
H (-2.22, -1.40, -0.94)
H (0.28, -5.42, -2.24)
N (-2.37, 2.92, -5.49)
C (-2.20, 3.40, -4.22)
O (-2.39, 4.57, -3.86)
C (-1.76, 2.42, -3.19)
C (-0.99, 1.31, -3.54)
C (-0.54, 0.41, -2.58)
N (-0.75, 0.64, -1.25)
C (-1.45, 1.73, -0.91)
C (-1.93, 2.67, -1.78)
H (-2.73, 3.57, -6.18)
H (-2.75, 1.96, -5.69)
H (-0.67, 1.20, -4.55)
H (-0.02, -0.52, -2.84)
H (-1.65, 1.84, 0.17)
H (-2.38, 3.58, -1.39)
C (-2.94, -0.15, 2.25)
Si (-1.78, -1.53, 2.82)
C (-2.70, -3.11, 2.36)
C (-1.89, -1.16, 4.78)
C (-0.04, -1.63, 2.14)
H (-2.93, -0.05, 1.15)
H (-2.98, 0.90, 2.62)
H (-3.96, -0.54, 2.50)
H (-2.76, -3.91, 3.11)
H (-2.35, -3.64, 1.47)
H (-3.74, -2.83, 2.22)
H (-2.91, -0.79, 5.01)
H (-1.15, -0.42, 5.08)
H (-1.61, -2.07, 5.36)
H (0.22, -2.68, 2.20)
H (0.71, -1.06, 2.76)
C (1.72, 3.93, 3.39)
N (0.88, 2.90, 2.78)
C (-0.42, 2.66, 3.42)
C (1.19, 2.14, 1.72)
C (2.36, 2.50, 0.87)
O (0.41, 1.20, 1.28)
H (1.34, 4.94, 3.12)
H (2.76, 3.84, 3.09)
H (1.64, 3.81, 4.50)
H (-0.62, 1.61, 3.39)
H (-1.27, 3.13, 2.95)
H (-0.28, 2.99, 4.45)
H (2.67, 3.53, 1.05)
H (2.00, 2.48, -0.21)
H (3.21, 1.86, 0.99)


3.
Entry from the Open Molecules 2025 dataset: a structure of composition C25H30Cl2NO2PRb (ωB97M-V with the def2-TZVPD basis set).

Results
* DFT total energy: -2461.65735 Eh
* net charge: -1
* multiplicity: 1
* orbital gap: 3.979 eV

Atoms and positions in Å:
Rb (2.20, -1.41, 0.69)
Cl (1.91, -0.57, 3.56)
C (2.59, 1.01, 3.31)
Cl (3.56, 1.13, 1.80)
H (3.30, 1.22, 4.10)
H (1.80, 1.75, 3.25)
N (6.39, -3.30, -0.26)
C (5.05, -3.09, -0.10)
O (4.66, -2.10, 0.52)
C (4.14, -4.11, -0.75)
C (3.00, -4.54, 0.18)
H (7.03, -2.64, 0.15)
H (6.72, -4.09, -0.76)
H (4.80, -4.91, -1.15)
H (3.70, -3.61, -1.62)
H (3.39, -5.19, 0.98)
H (2.24, -5.07, -0.39)
C (-2.59, 3.27, -0.25)
C (-2.30, 2.82, 1.16)
C (-2.75, 3.64, 2.20)
C (-2.56, 3.31, 3.53)
C (-1.91, 2.13, 3.85)
C (-1.44, 1.32, 2.83)
C (-1.62, 1.63, 1.48)
P (-0.88, 0.34, 0.39)
C (-0.61, 1.12, -1.27)
C (-1.14, 0.47, -2.39)
C (-0.84, 0.89, -3.68)
C (0.00, 1.98, -3.88)
C (0.53, 2.64, -2.77)
C (0.25, 2.22, -1.47)
C (0.87, 2.97, -0.32)
C (-2.26, -0.77, 0.10)
C (-3.57, -0.28, 0.03)
C (-4.66, -1.07, -0.28)
C (-4.42, -2.44, -0.52)
C (-3.16, -2.97, -0.44)
C (-1.99, -2.18, -0.12)
C (-0.75, -2.78, -0.04)
H (-3.44, 3.95, -0.26)
H (-2.80, 2.44, -0.92)
H (-1.73, 3.81, -0.68)
H (-3.28, 4.55, 1.95)
H (-2.94, 3.96, 4.31)
H (-1.76, 1.84, 4.89)
H (-0.92, 0.40, 3.08)
H (-1.79, -0.37, -2.23)
H (-1.26, 0.37, -4.53)
H (0.24, 2.32, -4.88)
H (1.18, 3.50, -2.91)
H (1.12, 3.99, -0.62)
H (1.79, 2.49, 0.01)
H (0.20, 3.03, 0.54)
H (-3.75, 0.78, 0.22)
H (-5.66, -0.65, -0.33)
H (-5.25, -3.10, -0.76)
H (-3.01, -4.03, -0.62)
H (-0.61, -3.84, -0.19)
H (0.12, -2.21, 0.25)
O (1.89, -0.96, -2.64)
H (2.09, -0.02, -2.75)
H (0.92, -0.98, -2.56)


4.
Entry from the Open Molecules 2025 dataset: a structure of composition C25H30FeN7O7S (ωB97M-V with the def2-TZVPD basis set).

Results
* DFT total energy: -3542.56678 Eh
* net charge: -1
* multiplicity: 5
* expectation value of S²: 6.010
* orbital gap (alpha / beta): 8.034 / 7.739 eV

Atoms and positions in Å:
Fe (-0.77, -0.30, -0.15)
C (3.07, 1.64, 2.59)
C (2.68, 0.38, 1.87)
C (1.95, -0.62, 2.52)
C (1.49, -1.73, 1.82)
C (1.78, -1.88, 0.47)
C (2.53, -0.90, -0.17)
C (2.97, 0.21, 0.52)
H (4.15, 1.82, 2.51)
H (2.81, 1.60, 3.64)
H (2.54, 2.49, 2.14)
H (1.69, -0.50, 3.56)
H (0.91, -2.49, 2.34)
H (1.43, -2.74, -0.08)
H (2.75, -1.00, -1.23)
H (3.52, 0.99, 0.00)
O (0.42, 3.34, 1.25)
C (-0.30, 2.50, 0.72)
O (0.08, 1.31, 0.42)
C (-1.72, 2.91, 0.37)
C (-2.01, 4.24, 0.50)
C (-3.29, 4.74, 0.26)
C (-4.32, 3.89, -0.10)
C (-4.04, 2.55, -0.27)
C (-2.74, 1.97, -0.05)
O (-2.55, 0.72, -0.13)
N (-5.18, 1.73, -0.63)
O (-5.02, 0.72, -1.30)
O (-6.29, 2.09, -0.25)
N (-3.56, 6.16, 0.41)
O (-2.64, 6.89, 0.72)
O (-4.71, 6.55, 0.21)
H (-1.22, 4.90, 0.83)
H (-5.31, 4.27, -0.26)
C (-6.32, -3.74, 1.61)
C (-6.09, -2.77, 2.77)
C (-4.71, -2.13, 2.82)
C (-4.43, -1.07, 1.76)
N (-4.32, -1.59, 0.40)
C (-3.20, -2.12, -0.10)
S (-1.76, -2.35, 0.83)
N (-3.19, -2.49, -1.38)
C (-4.29, -2.41, -2.33)
C (-4.35, -3.64, -3.23)
C (-4.74, -4.94, -2.53)
C (-3.64, -5.59, -1.70)
H (-7.28, -4.25, 1.71)
H (-5.54, -4.51, 1.59)
H (-6.31, -3.23, 0.65)
H (-6.24, -3.32, 3.71)
H (-6.86, -1.99, 2.76)
H (-3.93, -2.90, 2.77)
H (-4.58, -1.64, 3.79)
H (-3.53, -0.51, 2.00)
H (-5.26, -0.36, 1.74)
H (-4.89, -1.12, -0.29)
H (-2.29, -2.80, -1.72)
H (-4.18, -1.50, -2.93)
H (-5.22, -2.32, -1.77)
H (-3.40, -3.76, -3.76)
H (-5.09, -3.41, -4.01)
H (-5.06, -5.65, -3.30)
H (-5.63, -4.76, -1.90)
H (-2.73, -5.70, -2.29)
H (-3.94, -6.59, -1.37)
H (-3.39, -5.02, -0.80)
N (-0.40, -0.93, -2.04)
C (-0.23, -1.36, -3.12)
N (0.06, -1.81, -4.28)
C (-0.72, -2.68, -4.89)
N (-1.36, -3.46, -5.47)


Maximum force values (in hartree/bohr) by entry order: 0.0116, 0.0659, 0.0225, 0.0049.